Record 1
ORCA calculation (wB97M-V/def2-TZVPD) on C73H52AsN7OReS as an isolated structure at a distorted geometry.

CARTESIAN COORDINATES (ANGSTROEM)
Re: 1.04315 0.86395 -0.22590
C: 3.64658 -6.41759 0.42034
C: 4.16909 -5.62536 -0.59226
C: 3.72356 -4.32240 -0.75303
C: 2.76337 -3.79821 0.11060
C: 2.26069 -4.59205 1.14162
C: 2.69181 -5.90046 1.28592
C: 2.25958 -2.41244 -0.04998
C: 1.71778 -2.04338 -1.25499
C: 1.46602 -2.93620 -2.34521
C: 0.87948 -2.21505 -3.33536
C: 0.72817 -0.89340 -2.83964
N: 1.24850 -0.75851 -1.60631
C: -0.13469 0.11370 -3.50732
C: -1.22193 0.43165 -2.77978
C: -2.32637 1.37191 -2.90545
C: -2.73333 1.92040 -1.74589
C: -1.84936 1.77496 -0.58904
C: -1.81858 2.75328 0.44222
C: -3.03497 3.59539 0.60879
C: -4.22309 2.98341 1.00105
C: -5.37778 3.74044 1.12932
C: -5.35200 5.10076 0.85186
C: -4.16963 5.70960 0.45597
C: -3.00842 4.95889 0.33569
C: -0.78911 2.82777 1.35523
N: 0.35860 2.04033 1.33302
C: 0.94342 2.19146 2.55914
C: 1.92816 1.35260 3.07641
C: 2.57992 1.75250 4.34943
C: 3.24466 2.97601 4.41729
C: 3.87352 3.36819 5.58901
C: 3.82602 2.54767 6.70717
C: 3.15188 1.33536 6.65171
C: 2.53427 0.93564 5.47736
C: 2.29855 0.13586 2.48445
C: 3.26744 -0.75655 2.99720
C: 3.31386 -1.82517 2.14618
C: 2.40423 -1.56670 1.09331
N: 1.77654 -0.37402 1.28854
C: 0.24127 3.20727 3.31487
C: -0.81986 3.59139 2.58114
N: -0.96015 0.78020 -0.58084
C: 0.19779 0.64049 -4.84851
C: 1.10008 -0.02933 -5.67746
C: 1.40548 0.46026 -6.93765
C: 0.82605 1.63490 -7.39140
C: -0.04008 2.33448 -6.56261
C: -0.34416 1.84817 -5.30188
H: 3.98634 -7.43751 0.53778
H: 4.92485 -6.02155 -1.25662
H: 4.13995 -3.69907 -1.53494
H: 1.51727 -4.18741 1.81770
H: 2.28349 -6.51695 2.07494
H: 1.66892 -3.99363 -2.34318
H: 0.49370 -2.57569 -4.27415
H: -2.78950 1.59900 -3.85499
H: -3.56587 2.60380 -1.67944
H: -4.24390 1.91859 1.20571
H: -6.29672 3.26549 1.44583
H: -6.25537 5.68798 0.94562
H: -4.15121 6.76840 0.23629
H: -2.08203 5.43281 0.03375
H: 3.27315 3.62354 3.54771
H: 4.39591 4.31483 5.63024
H: 4.30582 2.85698 7.62602
H: 3.10212 0.70162 7.52626
H: 2.00037 -0.00544 5.43963
H: 3.85630 -0.60054 3.88467
H: 3.94309 -2.69601 2.22200
H: 0.50581 3.51943 4.31124
H: -1.59974 4.28529 2.84610
H: 1.57408 -0.94153 -5.34682
H: 2.10232 -0.07823 -7.56538
H: 1.05367 2.00849 -8.38021
H: -0.47567 3.26665 -6.89699
H: -0.99013 2.43292 -4.66199
S: 7.50420 1.48410 0.81484
C: 5.81718 1.51629 0.26070
C: 5.35543 0.64920 -0.72172
C: 4.00239 0.59739 -0.99414
N: 3.11281 1.37084 -0.34715
C: 3.57800 2.29488 0.51322
C: 4.90566 2.39346 0.84301
C: 7.10692 1.19536 2.53583
C: 6.80781 -0.08605 2.97470
C: 6.42959 -0.25156 4.29803
N: 6.32545 0.74974 5.16939
C: 6.64595 1.96683 4.74113
C: 7.04953 2.24387 3.44061
H: 6.03214 -0.02246 -1.23090
H: 3.60003 -0.11161 -1.70173
H: 2.84267 2.95606 0.95072
H: 5.22277 3.11870 1.57848
H: 6.86885 -0.93251 2.30397
H: 6.19272 -1.23953 4.67742
H: 6.57533 2.76630 5.46940
H: 7.30827 3.25202 3.14593
N: 1.08118 3.09345 -2.50808
C: 0.99957 2.26688 -1.70104
H: 1.10781 3.72896 -3.28164
O: -1.29037 -0.18447 -1.53467
As: -4.20724 -1.05504 -0.64388
C: -5.74800 -1.45162 0.49782
C: -5.51489 -2.32110 1.56341
C: -6.50742 -2.58719 2.49386
C: -7.75225 -1.98581 2.37778
C: -7.98958 -1.10715 1.33310
C: -6.99252 -0.83570 0.40423
C: -4.83848 -0.89764 -2.48508
C: -5.93228 -0.12877 -2.87589
C: -6.23149 0.04970 -4.22059
C: -5.42986 -0.51841 -5.19934
C: -4.31919 -1.25979 -4.82444
C: -4.02617 -1.44466 -3.48031
C: -3.44249 -2.84262 -0.74203
C: -2.14775 -3.03308 -0.27114
C: -1.55458 -4.29010 -0.32181
C: -2.25602 -5.36359 -0.84656
C: -3.55375 -5.18220 -1.31356
C: -4.14309 -3.92974 -1.26057
H: -4.55221 -2.80904 1.66689
H: -6.30982 -3.27186 3.30827
H: -8.53105 -2.20072 3.09688
H: -8.95643 -0.63116 1.23330
H: -7.21062 -0.13268 -0.38496
H: -6.56065 0.35517 -2.14380
H: -7.09586 0.63681 -4.50217
H: -5.67079 -0.38629 -6.24556
H: -3.68583 -1.70755 -5.58004
H: -3.16253 -2.04103 -3.20564
H: -1.59428 -2.19534 0.13949
H: -0.54735 -4.43074 0.05318
H: -1.79978 -6.34410 -0.88686
H: -4.10609 -6.02144 -1.71488
H: -5.15459 -3.79602 -1.62652

Forces on atoms 1 to 3 (eV/Å):
-0.831 -0.341 0.557
0.010 0.000 -0.009
-0.001 -0.001 0.016

The total charge is +2. As for the HOMO-LUMO gap (alpha / beta): 0.17373 / 0.18174 Ha. Its total energy is -5983.2537 Ha. Its spin multiplicity is 2. Its LUMO energy (alpha / beta) is -6.8 / -6.6 eV. As for the highest occupied orbital energy (alpha / beta): -0.42427 / -0.42398 hartree. For the energy relative to the best compared isomer or geometry (same formula, charge and spin), the calculation gives 0.0 kcal per mole.

Record 2
ORCA calculation (wB97M-V/def2-TZVPD) on a 12-piece molecular cluster, C73H99N12O17 overall at a distorted geometry.

CARTESIAN COORDINATES (ANGSTROEM)
C: 0.73235 1.88082 -3.07580
C: 0.04546 1.62986 -1.72501
C: 0.98342 0.93081 -0.78552
O: 0.33370 0.75221 0.46212
C: 1.05910 -0.16778 1.24863
N: -0.48395 2.83350 -1.09403
H: -1.23044 3.27074 -1.62152
H: -0.89368 2.60013 -0.18389
H: 0.18056 3.59716 -0.90581
H: -0.04855 2.12862 -3.79921
H: 1.21838 0.96362 -3.41524
H: 1.45531 2.69265 -3.15996
H: -0.90698 1.10273 -1.80593
H: 1.87443 1.57523 -0.72105
H: 1.45536 0.05738 -1.24436
H: 0.67669 -1.17907 1.05077
H: 0.96997 -0.07222 2.33458
H: 2.13825 -0.27931 1.10991
C: -0.59660 5.78827 -5.54168
C: 0.61301 6.64232 -5.20715
C: 0.96919 6.53648 -3.74208
O: 2.03606 7.44814 -3.52833
C: 2.71637 7.21034 -2.29987
N: 1.73728 6.06365 -6.08108
H: 1.90436 5.05633 -6.11614
H: 1.55354 6.25033 -7.06849
H: 2.66308 6.41430 -5.81905
H: -1.40385 6.14747 -4.90420
H: -0.52908 4.74280 -5.23290
H: -0.80526 5.85523 -6.60855
H: 0.52419 7.64786 -5.61314
H: 1.28311 5.53707 -3.42301
H: 0.09778 6.86317 -3.16993
H: 3.32614 6.31651 -2.47399
H: 2.08943 7.13370 -1.41363
H: 3.46165 7.97791 -2.09360
C: -1.99050 0.06363 -4.51668
N: -2.11700 -1.29236 -5.07951
C: -3.29605 -1.88996 -4.93625
C: -3.51734 -3.12864 -5.53473
C: -2.52956 -3.78819 -6.22408
C: -1.28463 -3.12925 -6.37201
C: -1.15320 -1.88885 -5.83383
C: -2.69329 -5.16851 -6.79188
C: -3.85017 -5.49298 -7.48464
C: -3.99553 -6.74787 -8.06538
N: -2.97800 -7.62391 -8.02650
C: -1.79214 -7.26615 -7.51290
C: -1.65700 -6.09248 -6.79560
C: -3.11142 -8.85595 -8.85924
H: -1.19445 0.52593 -5.09942
H: -1.60964 -0.02570 -3.50002
H: -2.91742 0.60518 -4.68099
H: -4.03520 -1.37979 -4.33956
H: -4.43751 -3.65051 -5.30491
H: -0.45888 -3.56699 -6.91314
H: -0.25730 -1.30533 -5.98757
H: -4.65677 -4.78276 -7.60297
H: -4.94850 -7.12356 -8.41121
H: -1.03025 -8.03194 -7.46968
H: -0.80493 -5.92569 -6.15102
H: -3.02519 -8.45903 -9.86801
H: -4.09069 -9.26078 -8.61294
H: -2.35903 -9.59064 -8.58808
C: 0.83366 2.69809 4.18652
N: 0.66074 3.53275 5.43254
C: 1.55436 3.35964 6.40242
C: 1.50265 4.17632 7.52945
C: 0.52207 5.15084 7.66012
C: -0.35994 5.34848 6.59329
C: -0.33355 4.46917 5.51756
C: 0.47544 6.04164 8.85464
C: 1.60087 6.25083 9.67950
C: 1.53086 7.02594 10.80003
N: 0.36169 7.60586 11.16336
C: -0.68128 7.58083 10.34614
C: -0.67756 6.71054 9.24163
C: 0.37553 8.48166 12.39122
H: 1.70280 3.07582 3.65718
H: -0.10661 2.54796 3.66184
H: 1.07013 1.76847 4.71039
H: 2.29224 2.59445 6.20433
H: 2.37295 4.15577 8.16991
H: -1.06403 6.15523 6.72836
H: -1.06255 4.51769 4.71127
H: 2.60739 5.86454 9.58723
H: 2.46504 7.18024 11.31982
H: -1.56616 8.10300 10.68377
H: -1.59104 6.61692 8.67259
H: -0.57953 8.23110 12.84751
H: 0.42300 9.50644 12.02747
H: 1.21081 8.30635 13.06175
C: 5.97105 -0.30756 5.06088
N: 5.78707 -0.18664 3.59119
C: 6.28726 -1.17020 2.75165
C: 6.00598 -1.12312 1.38776
C: 5.31263 -0.02406 0.85235
C: 4.80113 0.88476 1.76523
C: 5.07805 0.84310 3.11387
C: 5.06092 0.10509 -0.59007
C: 4.46756 -0.90607 -1.35653
C: 4.10241 -0.62372 -2.66327
N: 4.51162 0.51048 -3.28723
C: 5.12333 1.47779 -2.57307
C: 5.36496 1.30552 -1.22709
C: 4.37226 0.72510 -4.72497
H: 4.99707 -0.37033 5.54935
H: 6.50933 0.58870 5.36226
H: 6.49453 -1.20791 5.37350
H: 6.97100 -1.86143 3.22194
H: 6.26151 -1.88556 0.66305
H: 4.23701 1.67356 1.27105
H: 4.70355 1.59284 3.79412
H: 4.22405 -1.82920 -0.84989
H: 3.68437 -1.34436 -3.35504
H: 5.69307 2.20042 -3.14222
H: 5.74386 2.11258 -0.61402
H: 3.64562 0.04717 -5.16782
H: 5.32588 0.40247 -5.14898
H: 4.19087 1.76874 -4.95797
C: 3.45128 -3.06270 2.81987
N: 2.69019 -4.33494 2.87510
C: 3.39040 -5.48755 2.88303
C: 2.72925 -6.70095 2.81410
C: 1.32310 -6.70361 2.76735
C: 0.63941 -5.49182 2.77875
C: 1.36757 -4.31202 2.75772
C: 0.67583 -8.03471 2.54995
C: 1.09905 -9.15899 3.28436
C: 0.39118 -10.32373 3.08022
N: -0.61726 -10.42303 2.22155
C: -1.09883 -9.33552 1.60697
C: -0.41703 -8.13600 1.70100
C: -1.24305 -11.75754 1.93509
H: 3.02274 -2.36964 2.09991
H: 4.46127 -3.25475 2.46308
H: 3.51847 -2.68323 3.84166
H: 4.43738 -5.36735 2.64799
H: 3.27381 -7.60472 2.58151
H: -0.43661 -5.53622 2.87001
H: 0.86305 -3.35711 2.78033
H: 1.95596 -9.14552 3.94141
H: 0.67324 -11.24192 3.57897
H: -1.96348 -9.36054 0.96030
H: -0.83034 -7.26353 1.21648
H: -1.07085 -12.43802 2.76555
H: -0.90051 -12.05929 0.95039
H: -2.32514 -11.63032 1.96688
C: -2.26915 -0.11843 2.67245
N: -3.13665 -0.13743 1.46883
C: -4.21049 -0.95630 1.43890
C: -4.99275 -1.13903 0.28156
C: -4.55378 -0.44932 -0.85399
C: -3.36886 0.25139 -0.84248
C: -2.64937 0.38294 0.31647
C: -5.30887 -0.51759 -2.10368
C: -5.87394 -1.70574 -2.56795
C: -6.75263 -1.68888 -3.65043
N: -7.03009 -0.50702 -4.23790
C: -6.37208 0.62580 -3.92912
C: -5.56439 0.68634 -2.80985
C: -7.98287 -0.48460 -5.36946
H: -1.45986 -0.83389 2.52511
H: -2.77263 -0.42329 3.58555
H: -1.83910 0.88203 2.71609
H: -4.36601 -1.57574 2.31080
H: -5.81485 -1.83461 0.34919
H: -3.07692 0.83705 -1.70807
H: -1.88889 1.13910 0.45832
H: -5.82469 -2.54069 -1.88261
H: -7.23357 -2.58683 -4.00802
H: -6.67652 1.57218 -4.35853
H: -5.24808 1.65648 -2.44283
H: -7.98615 -1.46022 -5.84265
H: -7.74389 0.34628 -6.03014
H: -8.95585 -0.19289 -4.96995
O: -4.00069 2.71108 1.88076
C: -2.85040 3.29858 2.30898
O: -2.98430 3.93568 3.38271
O: -1.80133 3.11495 1.64818
H: -4.60888 3.01246 2.57466
O: 3.20524 5.80386 0.47438
C: 2.89135 4.61439 -0.10695
O: 3.74287 3.68143 0.03750
O: 1.78765 4.50710 -0.69406
H: 3.98503 5.28260 0.79023
O: 0.45794 -0.38806 6.14131
C: 1.50437 -1.00446 5.47701
O: 2.45122 -0.30843 5.00322
O: 1.57986 -2.24081 5.50617
H: -0.00057 -1.18457 6.45006
O: -2.56522 4.18077 -2.67720
C: -3.38934 3.16303 -3.13418
O: -3.13225 2.00857 -2.69672
O: -4.30256 3.48006 -3.91366
H: -3.11370 4.92050 -3.00202
O: 1.24631 -2.70806 -1.31577
C: 0.66825 -2.16500 -2.45896
O: 1.31941 -2.10728 -3.51433
O: -0.51378 -1.73973 -2.35111
H: 0.44031 -2.65110 -0.77631

Forces on atoms 1 to 3 (eV/Å):
-0.887 -0.080 -0.420
0.017 -0.276 -0.451
0.917 0.973 -0.358

The total charge is +7. As for the HOMO-LUMO gap: 0.19359 Ha. Its total energy is -4774.6122 Ha. Its spin multiplicity is 1. Its LUMO energy is -13.2 eV. As for the highest occupied orbital energy: -0.67764 hartree.